#P
This record from OMol25 describes 2 unconnected molecules or ions with the total composition C14H16. The level of theory is ωB97M-V with the def2-TZVPD basis set.

The geometry in XYZ format:
```
30
Properties=species:S:1:pos:R:3
C -1.34 -2.38 1.08
C 2.05 1.62 -2.29
H 0.92 4.03 -0.18
C 2.36 1.46 -3.76
C -3.55 -1.58 1.32
H -3.77 0.22 2.53
H 2.61 -0.39 -1.65
C 1.60 2.05 0.41
H 2.45 2.44 -4.23
C -1.72 -0.31 2.35
C 2.28 0.60 -1.37
C 1.52 2.83 -1.84
H 3.27 0.88 -3.93
H -0.73 -3.73 -0.41
C 1.28 3.05 -0.49
C -2.69 -2.45 0.73
H -3.07 -3.24 0.11
H 0.19 -1.10 2.07
H -1.37 0.44 2.98
H -4.62 -1.64 1.17
C -0.85 -1.25 1.85
H -0.59 -4.37 1.15
H 1.50 2.26 1.47
H 1.59 0.91 -4.30
H 1.23 3.61 -2.53
C -0.43 -3.44 0.61
C -3.06 -0.49 2.14
H 0.63 -3.20 0.58
C 2.08 0.85 -0.02
H 2.24 0.09 0.73
```

Computed properties:
Charge: +1
Orbital gap (spin up / spin down) in eV: 7.06 / 3.23
LUMO energy (spin up / spin down) in eV: -4.33 / -8.15
<S²>: 0.767
HOMO level (spin up / spin down) in eV: -11.39 / -11.38
Spin multiplicity: 2

Löwdin analysis output, partial charges in e: atom 1 (C): -0.146, atom 2 (C): -0.267, atom 3 (H): 0.109, atom 4 (C): -0.049, atom 5 (C): 0.030, atom 6 (H): 0.133, atom 7 (H): 0.106, atom 8 (C): -0.123, atom 9 (H): 0.078, atom 10 (C): -0.016, atom 11 (C): -0.051, atom 12 (C): -0.048, atom 13 (H): 0.081, atom 14 (H): 0.114, atom 15 (C): -0.082, atom 16 (C): -0.005, atom 17 (H): 0.137, atom 18 (H): 0.125, atom 19 (H): 0.113, atom 20 (H): 0.133, atom 21 (C): 0.084, atom 22 (H): 0.122, atom 23 (H): 0.097, atom 24 (H): 0.081, atom 25 (H): 0.114, atom 26 (C): 0.005, atom 27 (C): 0.059, atom 28 (H): 0.096, atom 29 (C): -0.121, atom 30 (H): 0.091

=====

#Q
This record from OMol25 describes 2 unconnected molecules or ions with the total composition C14H16. The level of theory is ωB97M-V with the def2-TZVPD basis set.

The geometry in XYZ format:
```
30
Properties=species:S:1:pos:R:3
C 1.12 -3.27 -1.54
H 1.83 -2.93 2.90
C -1.18 1.76 -1.69
C -1.65 2.23 -0.46
C 1.12 2.13 -0.80
C -3.15 2.32 -0.15
C 0.05 -1.44 -0.19
H 2.17 -3.46 -1.72
H 2.02 -4.09 0.78
C 0.77 -2.67 -0.22
C -0.13 -0.76 0.99
H -3.64 1.35 -0.10
C 0.20 1.88 -1.80
H -0.67 0.13 1.28
C 1.35 -2.43 2.07
H -0.26 -0.90 -1.09
H -1.79 1.50 -2.53
H 0.57 -4.23 -1.56
H 1.27 2.67 1.31
H -1.20 2.53 1.58
C 0.61 2.40 0.51
H 2.17 2.29 -0.95
C -0.77 2.45 0.60
H 0.85 1.56 -2.62
C 1.44 -3.18 0.93
C 0.62 -1.22 2.10
H -3.62 2.63 -1.09
H 0.59 -0.61 3.00
H 0.72 -2.70 -2.38
H -3.33 2.92 0.72
```

Computed properties:
Charge: +1
Orbital gap (spin up / spin down) in eV: 7.89 / 3.96
LUMO energy (spin up / spin down) in eV: -4.05 / -7.98
<S²>: 0.768
HOMO level (spin up / spin down) in eV: -11.94 / -11.94
Spin multiplicity: 2

Löwdin analysis output, partial charges in e: atom 1 (C): -0.002, atom 2 (H): 0.126, atom 3 (C): -0.040, atom 4 (C): -0.266, atom 5 (C): -0.090, atom 6 (C): -0.032, atom 7 (C): 0.043, atom 8 (H): 0.112, atom 9 (H): 0.142, atom 10 (C): -0.157, atom 11 (C): 0.009, atom 12 (H): 0.078, atom 13 (C): -0.114, atom 14 (H): 0.103, atom 15 (C): -0.002, atom 16 (H): 0.127, atom 17 (H): 0.116, atom 18 (H): 0.127, atom 19 (H): 0.100, atom 20 (H): 0.111, atom 21 (C): -0.075, atom 22 (H): 0.101, atom 23 (C): -0.105, atom 24 (H): 0.110, atom 25 (C): 0.023, atom 26 (C): 0.062, atom 27 (H): 0.082, atom 28 (H): 0.137, atom 29 (H): 0.096, atom 30 (H): 0.076

=====

#R
This record from OMol25 describes 2 unconnected molecules or ions with the total composition C14H16. The level of theory is ωB97M-V with the def2-TZVPD basis set.

The geometry in XYZ format:
```
30
Properties=species:S:1:pos:R:3
H -2.12 -1.83 2.06
H -2.48 3.31 1.85
C -2.72 0.06 3.05
C -1.81 1.32 0.83
C 0.94 -1.13 -2.93
C 3.19 -0.53 -2.58
H -3.46 2.02 3.68
H 3.83 1.45 -2.32
C 1.60 1.20 -2.35
H -1.47 -0.51 0.12
C 2.97 0.84 -2.52
C -3.19 -0.57 4.36
C -2.19 -0.76 2.02
H 4.55 -2.28 -2.09
H -2.78 -0.19 5.20
H 2.37 -2.66 -2.60
C 4.61 -1.17 -2.23
C 2.19 -1.60 -2.80
C -1.87 -0.05 0.90
C 0.68 0.26 -2.74
C -2.81 1.46 2.95
H -0.30 0.70 -2.92
H -4.31 -0.40 4.41
H -1.69 1.78 -0.16
C -2.28 2.19 1.81
H 1.18 2.09 -2.08
H -3.09 -1.61 4.37
H 5.27 -0.98 -3.08
H 0.02 -1.74 -2.83
H 5.17 -0.66 -1.41
```

Computed properties:
Charge: +1
Orbital gap (spin up / spin down) in eV: 6.78 / 2.96
LUMO energy (spin up / spin down) in eV: -4.30 / -8.11
<S²>: 0.766
HOMO level (spin up / spin down) in eV: -11.07 / -11.06
Spin multiplicity: 2

Löwdin analysis output, partial charges in e: atom 1 (H): 0.110, atom 2 (H): 0.125, atom 3 (C): -0.246, atom 4 (C): -0.143, atom 5 (C): -0.023, atom 6 (C): -0.104, atom 7 (H): 0.122, atom 8 (H): 0.136, atom 9 (C): 0.033, atom 10 (H): 0.036, atom 11 (C): 0.055, atom 12 (C): -0.042, atom 13 (C): -0.015, atom 14 (H): 0.098, atom 15 (H): 0.037, atom 16 (H): 0.139, atom 17 (C): 0.009, atom 18 (C): 0.021, atom 19 (C): -0.133, atom 20 (C): 0.034, atom 21 (C): -0.041, atom 22 (H): 0.140, atom 23 (H): 0.111, atom 24 (H): 0.090, atom 25 (C): -0.053, atom 26 (H): 0.105, atom 27 (H): 0.050, atom 28 (H): 0.101, atom 29 (H): 0.149, atom 30 (H): 0.100

=====

Verdict on stability: #R comes out at the bottom.

=====

#P
This record from OMol25 describes a single C2H3N3O2 molecule. The level of theory is ωB97M-V with the def2-TZVPD basis set.

The geometry in XYZ format:
```
10
Properties=species:S:1:pos:R:3
C 2.60 0.11 -0.10
C 0.31 1.21 -0.06
H 0.94 -1.51 -0.14
H 0.14 2.31 -0.13
N 1.65 -0.83 -0.46
H -2.10 -0.50 -0.37
O -1.86 0.27 0.12
N 1.45 0.57 -0.60
O 3.66 0.19 0.52
N -0.51 0.23 -0.09
```

Computed properties:
Orbital gap in eV: 9.65
LUMO energy in eV: 0.77
SMILES: O=C1NN1/C=N/O
HOMO level in eV: -8.88

Löwdin analysis output, partial charges in e: atom 1 (C): -0.440, atom 2 (C): -0.079, atom 3 (H): 0.137, atom 4 (H): 0.151, atom 5 (N): 0.143, atom 6 (H): 0.081, atom 7 (O): -0.012, atom 8 (N): -0.012, atom 9 (O): 0.094, atom 10 (N): -0.062

=====

#Q
This record from OMol25 describes a single C2H3N3O2 molecule. The level of theory is ωB97M-V with the def2-TZVPD basis set.

The geometry in XYZ format:
```
10
Properties=species:S:1:pos:R:3
H -0.34 -0.53 -1.67
C 0.41 0.24 0.16
N -0.06 0.34 1.36
H 2.41 0.18 0.04
O -2.59 -1.29 -0.30
C -1.58 -0.74 0.04
N 1.63 0.75 -0.30
N -0.45 -0.42 -0.68
H 1.77 1.70 0.04
O -1.32 -0.28 1.30
```

Computed properties:
Orbital gap in eV: 10.40
LUMO energy in eV: 0.53
SMILES: Nc1noc(=O)[nH]1
HOMO level in eV: -9.87

Löwdin analysis output, partial charges in e: atom 1 (H): 0.169, atom 2 (C): -0.446, atom 3 (N): 0.135, atom 4 (H): 0.096, atom 5 (O): 0.115, atom 6 (C): -0.528, atom 7 (N): 0.118, atom 8 (N): 0.206, atom 9 (H): 0.094, atom 10 (O): 0.041

=====

#R
This record from OMol25 describes a single C2H3N3O2 molecule. The level of theory is ωB97M-V with the def2-TZVPD basis set.

The geometry in XYZ format:
```
10
Properties=species:S:1:pos:R:3
O -0.07 0.78 -1.99
H 1.22 -1.29 1.86
H 1.85 -0.52 -0.14
H -1.20 0.45 -1.83
C -0.91 0.48 0.21
N 0.29 0.71 -0.51
N 0.91 -0.46 -0.07
C 0.49 -0.83 1.11
O -2.00 0.81 -0.07
N -0.58 -0.15 1.44
```

Computed properties:
Orbital gap in eV: 10.28
LUMO energy in eV: 0.23
SMILES: O=c1nc[nH]n1O
HOMO level in eV: -10.05

Löwdin analysis output, partial charges in e: atom 1 (O): -0.068, atom 2 (H): 0.167, atom 3 (H): 0.108, atom 4 (H): 0.218, atom 5 (C): -0.565, atom 6 (N): -0.001, atom 7 (N): 0.031, atom 8 (C): -0.173, atom 9 (O): 0.132, atom 10 (N): 0.151

=====

#S
This record from OMol25 describes a single C2H3N3O2 molecule. The level of theory is ωB97M-V with the def2-TZVPD basis set.

The geometry in XYZ format:
```
10
Properties=species:S:1:pos:R:3
C 0.09 0.08 0.45
H 0.31 -1.63 1.49
H -1.00 -0.99 -1.66
H -1.23 -0.92 1.59
N 1.08 1.98 0.15
C 0.10 0.31 -0.92
N 0.75 1.11 1.01
N -0.43 -1.09 1.03
O 0.71 1.44 -1.16
O -0.38 -0.28 -1.99
```

Computed properties:
Orbital gap in eV: 9.80
LUMO energy in eV: 0.43
SMILES: Nc1nnoc1O
HOMO level in eV: -9.37

Löwdin analysis output, partial charges in e: atom 1 (C): -0.350, atom 2 (H): 0.099, atom 3 (H): 0.154, atom 4 (H): 0.069, atom 5 (N): 0.060, atom 6 (C): -0.387, atom 7 (N): 0.059, atom 8 (N): 0.087, atom 9 (O): 0.063, atom 10 (O): 0.147

=====

Verdict on stability: #P comes out at the bottom.

=====

#P
This record from OMol25 describes a molecular structure, C2H3N3O2. The level of theory is ωB97M-V with the def2-TZVPD basis set.

The geometry in XYZ format:
```
10
Properties=species:S:1:pos:R:3
H 0.42 -0.97 -1.25
N -0.02 1.19 0.54
H 1.47 -0.08 1.29
O -0.56 1.49 -0.69
N -1.28 0.70 0.24
H 1.87 0.76 -0.26
N 0.48 -1.07 -0.25
C -1.30 -0.67 -0.02
O -2.09 -1.52 0.07
C 1.01 0.16 0.32
```

Computed properties:
Orbital gap in eV: 10.16
LUMO energy in eV: -0.13
HOMO level in eV: -10.30

Löwdin analysis output, partial charges in e: atom 1 (H): 0.051, atom 2 (N): -0.064, atom 3 (H): 0.108, atom 4 (O): 0.017, atom 5 (N): 0.010, atom 6 (H): 0.166, atom 7 (N): 0.059, atom 8 (C): -0.290, atom 9 (O): 0.212, atom 10 (C): -0.270

=====

#Q
This record from OMol25 describes a single C2H3N3O2 molecule. The level of theory is ωB97M-V with the def2-TZVPD basis set.

The geometry in XYZ format:
```
10
Properties=species:S:1:pos:R:3
N 1.97 0.23 -0.06
H 2.07 0.45 1.10
O -0.41 -1.64 1.01
H 2.23 -0.66 -0.58
C -0.55 -0.66 0.32
N 0.42 0.14 -0.11
O -0.03 1.22 -0.69
H -2.66 -0.25 -0.01
C -1.68 0.03 -0.21
N -1.37 1.14 -0.76
```

Computed properties:
Orbital gap in eV: 9.96
LUMO energy in eV: 0.43
SMILES: Nn1oncc1=O
HOMO level in eV: -9.54

Löwdin analysis output, partial charges in e: atom 1 (N): 0.121, atom 2 (H): 0.196, atom 3 (O): 0.049, atom 4 (H): 0.108, atom 5 (C): -0.516, atom 6 (N): -0.128, atom 7 (O): -0.027, atom 8 (H): 0.118, atom 9 (C): -0.037, atom 10 (N): 0.115

=====

#R
This record from OMol25 describes a molecular structure, C2H3N3O2. The level of theory is ωB97M-V with the def2-TZVPD basis set.

The geometry in XYZ format:
```
10
Properties=species:S:1:pos:R:3
H -0.86 -2.80 0.08
N 0.75 -1.13 0.52
O -1.19 -1.88 -0.41
N 0.19 1.00 0.18
O 0.30 2.28 -0.38
H -0.64 2.28 -0.57
H 2.08 0.60 1.12
C 1.18 0.19 0.63
N -0.76 0.34 -0.34
C -0.30 -0.98 -0.09
```

Computed properties:
Orbital gap in eV: 9.69
LUMO energy in eV: 0.71
HOMO level in eV: -8.99

Löwdin analysis output, partial charges in e: atom 1 (H): 0.212, atom 2 (N): 0.159, atom 3 (O): 0.064, atom 4 (N): -0.228, atom 5 (O): 0.072, atom 6 (H): 0.096, atom 7 (H): 0.135, atom 8 (C): -0.055, atom 9 (N): 0.135, atom 10 (C): -0.591

=====

#S
This record from OMol25 describes a single C2H3N3O2 molecule. The level of theory is ωB97M-V with the def2-TZVPD basis set.

The geometry in XYZ format:
```
10
Properties=species:S:1:pos:R:3
H -2.28 -1.11 -0.27
N 1.95 0.41 -0.13
C 0.85 1.11 0.14
N 1.30 -0.90 -0.30
N -1.60 0.65 -0.07
H 1.84 -1.60 0.16
O -2.72 -0.14 -0.12
H 1.09 2.19 0.00
C -0.42 0.33 0.22
O 0.00 -0.93 0.37
```

Computed properties:
Orbital gap in eV: 9.35
LUMO energy in eV: 0.09
SMILES: O/N=c1/cn[nH]o1
HOMO level in eV: -9.25

Löwdin analysis output, partial charges in e: atom 1 (H): 0.166, atom 2 (N): 0.101, atom 3 (C): -0.060, atom 4 (N): -0.007, atom 5 (N): 0.011, atom 6 (H): 0.105, atom 7 (O): -0.035, atom 8 (H): 0.128, atom 9 (C): -0.392, atom 10 (O): -0.018

=====

Verdict on stability: #P comes out at the bottom.

=====

#P
This record from OMol25 describes 2 unconnected molecules or ions with the total composition C4H9O. The level of theory is ωB97M-V with the def2-TZVPD basis set.

The geometry in XYZ format:
```
14
Properties=species:S:1:pos:R:3
C -0.19 0.39 -1.11
C 0.48 -0.11 0.18
H 2.07 -1.46 -0.33
H 5.01 3.84 -0.88
H 1.16 -1.97 1.12
H 0.76 0.63 0.91
C -1.08 -0.13 0.09
H -0.22 -0.32 -1.93
O -1.77 0.66 0.90
H 5.20 4.32 -0.37
H 0.46 -2.09 -0.57
C 1.07 -1.52 0.13
H -0.26 1.44 -1.34
H -1.57 -1.07 -0.16
```

Computed properties:
Charge: -1
Orbital gap in eV: 5.82
LUMO energy in eV: 4.31
HOMO level in eV: -1.51

Löwdin analysis output, partial charges in e: atom 1 (C): -0.134, atom 2 (C): -0.315, atom 3 (H): 0.047, atom 4 (H): 0.002, atom 5 (H): 0.055, atom 6 (H): 0.108, atom 7 (C): -0.577, atom 8 (H): 0.055, atom 9 (O): -0.328, atom 10 (H): -0.002, atom 11 (H): 0.053, atom 12 (C): -0.122, atom 13 (H): 0.063, atom 14 (H): 0.095

=====

#Q
This record from OMol25 describes a gas-phase ion, C4H9O (charge -1). The level of theory is ωB97M-V with the def2-TZVPD basis set.

The geometry in XYZ format:
```
14
Properties=species:S:1:pos:R:3
C -0.68 0.06 0.35
H 1.35 -0.54 -2.43
C -0.48 0.64 1.77
C 0.66 0.00 -0.38
H 0.19 1.53 1.64
H 1.29 -0.64 0.24
O 0.07 -0.26 2.62
H 1.02 1.02 -0.46
H -1.04 -0.97 0.45
H 0.34 -1.71 -1.62
H -1.47 1.07 2.09
C 0.50 -0.64 -1.76
H -1.32 0.71 -0.27
H -0.41 -0.25 -2.24
```

Computed properties:
Charge: -1
Orbital gap in eV: 6.21
LUMO energy in eV: 4.17
SMILES: CCCC[O-]
HOMO level in eV: -2.04

Löwdin analysis output, partial charges in e: atom 1 (C): -0.260, atom 2 (H): 0.047, atom 3 (C): -0.578, atom 4 (C): -0.305, atom 5 (H): 0.070, atom 6 (H): 0.099, atom 7 (O): -0.382, atom 8 (H): 0.091, atom 9 (H): 0.098, atom 10 (H): 0.061, atom 11 (H): 0.064, atom 12 (C): -0.151, atom 13 (H): 0.090, atom 14 (H): 0.054

=====

#R
This record from OMol25 describes 2 unconnected molecules or ions with the total composition C4H9O. The level of theory is ωB97M-V with the def2-TZVPD basis set.

The geometry in XYZ format:
```
14
Properties=species:S:1:pos:R:3
C 0.52 0.07 1.26
H 1.30 0.37 1.97
H 0.89 -0.30 0.29
H 0.51 0.41 -3.31
H -1.62 -1.42 0.66
H -2.12 -1.30 2.27
C 0.52 0.25 -2.21
C -0.76 0.26 1.65
C -1.88 -0.67 1.41
H -0.13 -0.63 -2.00
H -2.86 -0.29 1.09
H -1.00 1.25 2.05
H 0.15 1.19 -1.75
O 1.80 0.12 -1.69
```

Computed properties:
Charge: -1
Orbital gap in eV: 5.89
LUMO energy in eV: 3.97
HOMO level in eV: -1.92

Löwdin analysis output, partial charges in e: atom 1 (C): -0.006, atom 2 (H): 0.043, atom 3 (H): 0.032, atom 4 (H): 0.019, atom 5 (H): 0.070, atom 6 (H): 0.057, atom 7 (C): -0.486, atom 8 (C): -0.271, atom 9 (C): -0.159, atom 10 (H): 0.025, atom 11 (H): 0.056, atom 12 (H): 0.076, atom 13 (H): 0.028, atom 14 (O): -0.487

=====

#S
This record from OMol25 describes 2 unconnected molecules or ions with the total composition C4H9O. The level of theory is ωB97M-V with the def2-TZVPD basis set.

The geometry in XYZ format:
```
14
Properties=species:S:1:pos:R:3
H -0.01 0.34 -2.98
H 2.13 -0.39 -0.10
H 2.06 -0.13 -1.96
C 0.24 -0.30 -0.95
H 0.20 -0.66 2.04
H -0.68 1.38 -1.72
C 1.56 -0.34 -1.01
C -0.58 0.33 -2.05
H -1.57 -0.07 -2.28
H -1.43 0.20 1.92
O -0.03 0.95 3.24
H -0.24 -0.35 0.03
C -0.58 -0.09 2.59
H -1.06 -0.88 3.23
```

Computed properties:
Charge: -1
Orbital gap in eV: 5.53
LUMO energy in eV: 3.74
HOMO level in eV: -1.80

Löwdin analysis output, partial charges in e: atom 1 (H): 0.059, atom 2 (H): 0.049, atom 3 (H): 0.042, atom 4 (C): -0.234, atom 5 (H): 0.017, atom 6 (H): 0.077, atom 7 (C): -0.031, atom 8 (C): -0.125, atom 9 (H): 0.055, atom 10 (H): 0.024, atom 11 (O): -0.463, atom 12 (H): 0.051, atom 13 (C): -0.545, atom 14 (H): 0.022

=====

Verdict on stability: #R comes out at the bottom.